1.
{
  "formula": "C25H23ClO6",
  "method": "ωB97M-V with the def2-TZVPD basis set",
  "total_charge": 0,
  "smiles": "O=C(Cl)CC1=C(COO)C(=O)OC1=O.c1ccccc1.c1ccccc1.c1ccccc1",
  "energy_ha": -1877.9465,
  "e_homo_ev": -9.1,
  "gap_ev": 8.27,
  "elements": ["O", "C", "Cl", "C", "C", "C", "C", "O", "O", "C", "O", "O", "C", "O", "H", "H", "H", "H", "H", "C", "C", "C", "C", "C", "C", "H", "H", "H", "H", "H", "H", "C", "C", "C", "C", "C", "C", "H", "H", "H", "H", "H", "H", "C", "C", "C", "C", "C", "C", "H", "H", "H", "H", "H", "H"],
  "coordinates": [[-1.34, -0.91, 2.37], [-1.85, -1.09, 1.29], [-3.30, -0.20, 0.77], [-1.31, -2.05, 0.25], [0.00, -1.54, -0.26], [0.20, -0.72, -1.28], [-0.76, -0.10, -2.22], [-0.81, 1.32, -2.11], [-0.36, 1.64, -0.79], [1.70, -0.52, -1.35], [2.32, 0.42, -1.75], [2.20, -1.70, -0.78], [1.35, -1.87, 0.32], [1.68, -2.16, 1.41], [-1.15, -3.01, 0.73], [-1.99, -2.22, -0.57], [-0.44, -0.33, -3.23], [-1.77, -0.49, -2.10], [-0.62, 2.56, -0.67], [2.07, 3.26, 1.65], [1.96, 1.90, 1.41], [1.24, 1.10, 2.28], [0.63, 1.64, 3.40], [0.76, 3.00, 3.65], [1.47, 3.81, 2.78], [2.62, 3.89, 0.96], [2.41, 1.43, 0.55], [1.17, 0.05, 2.03], [0.06, 1.01, 4.07], [0.29, 3.43, 4.53], [1.56, 4.87, 2.97], [-7.02, -0.52, -1.54], [-6.18, 0.48, -1.08], [-6.49, 1.81, -1.32], [-7.64, 2.14, -2.02], [-8.48, 1.14, -2.49], [-8.17, -0.20, -2.25], [-6.78, -1.56, -1.35], [-5.28, 0.22, -0.53], [-5.83, 2.59, -0.95], [-7.88, 3.18, -2.20], [-9.37, 1.39, -3.04], [-8.82, -0.98, -2.61], [6.38, -3.49, 0.51], [7.59, -2.82, 0.66], [7.70, -1.50, 0.24], [6.60, -0.86, -0.33], [5.40, -1.54, -0.49], [5.29, -2.85, -0.06], [6.29, -4.52, 0.85], [8.44, -3.32, 1.11], [8.63, -0.97, 0.36], [6.69, 0.17, -0.66], [4.56, -1.04, -0.93], [4.36, -3.38, -0.18]]
}

***

2.
{
  "formula": "C25H23CrF4N6O",
  "method": "ωB97M-V with the def2-TZVPD basis set",
  "total_charge": -1,
  "s2": 6.044,
  "energy_ha": -2814.2791,
  "e_homo_ev": [-2.7, -4.8],
  "e_above_lowest_ev": 0.192,
  "multiplicity": 5,
  "gap_ev": [5.41, 7.33],
  "elements": ["Cr", "C", "N", "C", "C", "C", "N", "C", "C", "F", "C", "F", "C", "C", "F", "C", "F", "H", "H", "H", "H", "H", "H", "H", "H", "H", "H", "H", "C", "C", "N", "N", "C", "O", "C", "C", "C", "C", "C", "C", "C", "C", "C", "C", "C", "N", "H", "H", "H", "H", "H", "H", "H", "H", "H", "H", "H", "H", "N", "C"],
  "coordinates": [[-0.18, 0.05, 0.17], [0.73, -1.62, -2.32], [0.99, -0.29, -1.75], [0.83, 0.73, -2.79], [2.35, -0.22, -1.20], [2.53, -1.17, -0.02], [1.34, -1.21, 0.83], [1.36, -2.14, 1.82], [0.17, -2.65, 2.39], [-1.01, -2.22, 1.94], [0.14, -3.61, 3.37], [-1.06, -4.04, 3.81], [1.29, -4.18, 3.90], [2.47, -3.69, 3.39], [3.64, -4.16, 3.88], [2.52, -2.72, 2.41], [3.77, -2.27, 2.12], [1.49, -1.86, -3.07], [-0.25, -1.62, -2.78], [0.73, -2.37, -1.53], [1.52, 0.53, -3.63], [1.04, 1.71, -2.38], [-0.20, 0.71, -3.16], [2.51, 0.81, -0.88], [3.09, -0.45, -1.97], [3.43, -0.82, 0.49], [2.76, -2.18, -0.40], [1.25, -4.94, 4.67], [-2.31, 3.39, -1.56], [-1.33, 2.48, -0.91], [-1.47, 1.16, -0.88], [-2.52, 0.52, -1.48], [-2.42, -0.76, -1.24], [-1.45, -1.29, -0.54], [-3.45, -1.67, -1.78], [-4.46, -1.21, -2.63], [-5.40, -2.09, -3.13], [-5.36, -3.44, -2.79], [-4.35, -3.90, -1.95], [-3.40, -3.03, -1.45], [-0.17, 2.94, -0.25], [0.18, 4.30, -0.09], [1.29, 4.66, 0.61], [2.09, 3.65, 1.21], [1.71, 2.34, 1.03], [0.66, 1.96, 0.30], [-3.08, 2.79, -2.05], [-1.83, 4.03, -2.30], [-2.80, 4.03, -0.82], [-4.49, -0.16, -2.87], [-6.19, -1.73, -3.78], [-6.10, -4.13, -3.18], [-4.31, -4.95, -1.68], [-2.62, -3.36, -0.78], [-0.46, 5.06, -0.53], [1.55, 5.70, 0.73], [2.96, 3.89, 1.80], [2.28, 1.53, 1.48], [-1.44, 0.92, 2.98], [-1.03, 0.55, 1.96]]
}

***

3.
{
  "formula": "C25H23CuF4N3O3S",
  "method": "ωB97M-V with the def2-TZVPD basis set",
  "total_charge": -1,
  "energy_ha": -3794.6674,
  "e_homo_ev": -4.0,
  "e_above_lowest_ev": 0.000,
  "gap_ev": 6.51,
  "elements": ["Cu", "C", "N", "C", "C", "C", "N", "C", "C", "F", "C", "F", "C", "C", "F", "C", "F", "H", "H", "H", "H", "H", "H", "H", "H", "H", "H", "H", "O", "C", "N", "C", "O", "C", "C", "C", "C", "C", "C", "H", "H", "H", "H", "C", "S", "O", "C", "C", "C", "C", "C", "C", "H", "H", "H", "H", "H", "H", "H", "H"],
  "coordinates": [[-0.65, -0.13, 0.91], [-3.44, -0.55, -0.99], [-2.96, 0.04, 0.24], [-3.73, -0.45, 1.37], [-2.99, 1.49, 0.16], [-2.38, 2.20, 1.37], [-1.26, 1.44, 1.92], [-0.73, 1.86, 3.07], [0.05, 0.96, 3.86], [0.19, -0.31, 3.43], [0.62, 1.30, 5.06], [1.31, 0.36, 5.73], [0.48, 2.56, 5.62], [-0.28, 3.45, 4.89], [-0.45, 4.71, 5.37], [-0.85, 3.14, 3.68], [-1.51, 4.15, 3.05], [-4.48, -0.27, -1.20], [-3.34, -1.63, -0.94], [-2.82, -0.21, -1.83], [-4.80, -0.19, 1.27], [-3.35, -0.02, 2.29], [-3.63, -1.53, 1.43], [-4.03, 1.86, 0.02], [-2.44, 1.76, -0.74], [-3.16, 2.34, 2.14], [-2.10, 3.21, 1.04], [0.93, 2.82, 6.56], [-1.10, -2.67, -1.14], [0.03, -2.50, -0.71], [0.45, -1.53, 0.15], [1.81, -1.63, 0.35], [2.51, -0.90, 1.01], [2.31, -2.83, -0.43], [3.57, -3.34, -0.59], [3.71, -4.44, -1.44], [2.61, -4.98, -2.10], [1.33, -4.44, -1.92], [1.21, -3.36, -1.08], [4.42, -2.90, -0.08], [4.69, -4.88, -1.60], [2.75, -5.83, -2.76], [0.47, -4.85, -2.43], [-0.34, 3.17, -2.58], [0.36, 2.31, -1.14], [1.42, 3.21, -0.62], [1.18, 1.02, -2.09], [2.56, 0.94, -2.04], [3.19, -0.09, -2.71], [2.45, -1.03, -3.42], [1.06, -0.95, -3.44], [0.42, 0.07, -2.76], [0.48, 3.48, -3.22], [-0.89, 4.03, -2.20], [-1.02, 2.50, -3.11], [3.10, 1.68, -1.46], [4.27, -0.18, -2.67], [2.95, -1.84, -3.92], [0.48, -1.70, -3.95], [-0.66, 0.09, -2.71]]
}

***

4.
{
  "formula": "C25H23F6N7O4S4V",
  "method": "ωB97M-V with the def2-TZVPD basis set",
  "total_charge": 2,
  "s2": 1.108,
  "energy_ha": -4786.1813,
  "e_homo_ev": [-14.4, -14.1],
  "multiplicity": 2,
  "gap_ev": [6.58, 7.90],
  "elements": ["V", "C", "C", "C", "C", "C", "N", "C", "C", "C", "C", "C", "C", "C", "N", "C", "C", "C", "N", "C", "C", "N", "C", "C", "C", "N", "H", "H", "H", "H", "H", "H", "H", "H", "H", "H", "H", "H", "H", "H", "H", "H", "H", "H", "S", "C", "N", "C", "C", "S", "H", "H", "H", "H", "H", "F", "C", "F", "F", "S", "O", "O", "N", "S", "O", "O", "C", "F", "F", "F"],
  "coordinates": [[0.14, 0.28, -0.11], [-4.59, -1.33, -4.66], [-3.64, -1.22, -3.51], [-4.10, -1.26, -2.19], [-3.23, -1.17, -1.13], [-1.86, -1.02, -1.35], [-0.97, -1.08, -0.22], [-1.11, -2.20, 0.63], [-1.39, -3.46, 0.09], [-1.55, -4.55, 0.90], [-1.45, -4.43, 2.29], [-1.66, -5.62, 3.18], [-1.17, -3.19, 2.83], [-1.00, -2.07, 2.02], [-0.80, -0.80, 2.62], [-0.91, -0.48, 3.94], [-0.58, 0.84, 4.07], [-0.27, 1.27, 2.78], [-0.41, 0.28, 1.91], [-1.39, -0.91, -2.66], [-2.28, -1.02, -3.72], [-0.02, -0.65, -2.93], [0.69, -0.86, -4.06], [1.89, -0.22, -3.93], [1.86, 0.38, -2.67], [0.70, 0.11, -2.06], [-5.48, -1.90, -4.38], [-4.12, -1.83, -5.52], [-4.92, -0.34, -4.99], [-5.16, -1.37, -2.00], [-3.59, -1.22, -0.11], [-1.46, -3.56, -0.98], [-1.77, -5.52, 0.46], [-2.52, -6.21, 2.85], [-1.82, -5.33, 4.22], [-0.79, -6.28, 3.15], [-1.08, -3.10, 3.90], [-1.23, -1.19, 4.68], [-0.56, 1.42, 4.99], [0.11, 2.23, 2.47], [-1.92, -0.93, -4.74], [0.30, -1.45, -4.87], [2.70, -0.18, -4.65], [2.60, 1.00, -2.19], [-1.38, 2.05, -0.51], [-0.45, 3.48, -0.18], [-0.68, 4.27, 0.83], [0.23, 5.41, 1.02], [1.01, 5.57, -0.29], [0.78, 4.01, -1.22], [-1.42, 4.06, 1.49], [0.90, 5.19, 1.85], [-0.34, 6.30, 1.26], [2.07, 5.72, -0.12], [0.62, 6.37, -0.91], [3.75, -0.91, -0.72], [3.16, -1.22, 0.41], [3.85, -2.10, 1.08], [1.92, -1.73, 0.13], [2.81, 0.27, 1.43], [1.72, 0.89, 0.54], [2.28, -0.28, 2.63], [4.05, 1.15, 1.49], [3.99, 2.58, 0.68], [3.08, 3.49, 1.33], [3.86, 2.39, -0.73], [5.72, 3.19, 0.99], [6.54, 2.17, 1.15], [5.72, 3.95, 2.06], [6.07, 3.89, -0.08]]
}

***

5.
{
  "formula": "C25H23N4O2S2Tl",
  "method": "ωB97M-V with the def2-TZVPD basis set",
  "total_charge": 2,
  "energy_ha": -2304.2943,
  "e_homo_ev": -13.8,
  "e_above_lowest_ev": 0.588,
  "gap_ev": 7.01,
  "elements": ["Tl", "S", "C", "C", "C", "C", "C", "C", "C", "C", "C", "N", "H", "H", "H", "H", "H", "H", "C", "N", "C", "C", "O", "N", "C", "N", "H", "H", "H", "H", "H", "H", "H", "O", "S", "C", "C", "C", "C", "C", "C", "C", "C", "C", "C", "C", "C", "H", "H", "H", "H", "H", "H", "H", "H", "H", "H"],
  "coordinates": [[0.68, 1.29, -0.11], [4.82, 3.37, 0.03], [5.13, 1.69, 0.11], [4.00, 0.93, 0.11], [2.87, 1.75, 0.04], [3.11, 3.10, -0.02], [2.13, 4.17, -0.05], [2.52, 5.51, 0.00], [1.54, 6.49, 0.01], [0.21, 6.12, -0.02], [-0.10, 4.77, -0.08], [0.83, 3.82, -0.10], [6.15, 1.34, 0.16], [3.98, -0.15, 0.16], [3.56, 5.76, 0.03], [1.82, 7.53, 0.05], [-0.58, 6.85, 0.01], [-1.12, 4.42, -0.11], [-5.42, 1.39, -0.17], [-4.00, 1.22, 0.00], [-3.43, 0.63, 1.20], [-1.95, 0.81, 0.94], [-0.99, 0.46, 1.62], [-1.80, 1.46, -0.23], [-3.02, 1.72, -0.75], [-3.16, 2.43, -1.86], [-5.94, 0.53, 0.25], [-5.68, 1.47, -1.22], [-5.76, 2.29, 0.35], [-3.69, -0.42, 1.32], [-3.75, 1.17, 2.09], [-2.34, 2.71, -2.36], [-4.07, 2.63, -2.25], [0.52, -1.00, -0.71], [0.54, -1.91, 0.52], [1.95, -3.01, 0.22], [2.71, -3.35, 1.33], [3.84, -4.13, 1.16], [4.20, -4.56, -0.10], [3.43, -4.21, -1.20], [2.30, -3.43, -1.05], [-0.85, -3.02, 0.23], [-1.36, -3.67, 1.34], [-2.47, -4.48, 1.19], [-3.07, -4.62, -0.05], [-2.54, -3.97, -1.16], [-1.42, -3.16, -1.02], [2.43, -3.00, 2.31], [4.44, -4.40, 2.02], [5.09, -5.16, -0.23], [3.71, -4.55, -2.19], [1.70, -3.14, -1.90], [-0.89, -3.55, 2.30], [-2.87, -5.00, 2.05], [-3.95, -5.23, -0.16], [-3.00, -4.09, -2.13], [-1.01, -2.63, -1.87]]
}

***

6.
{
  "formula": "C25H23N5PtSe",
  "method": "ωB97M-V with the def2-TZVPD basis set",
  "total_charge": 4,
  "energy_ha": -3759.5339,
  "e_homo_ev": [-19.1, -19.1],
  "e_above_lowest_ev": 0.000,
  "gap_ev": [3.67, 3.66],
  "elements": ["Pt", "C", "C", "C", "C", "C", "C", "N", "C", "C", "C", "C", "C", "N", "C", "C", "C", "C", "C", "C", "N", "H", "H", "H", "H", "H", "H", "H", "H", "H", "H", "H", "H", "H", "H", "H", "C", "N", "C", "Se", "N", "C", "C", "C", "C", "C", "C", "H", "H", "H", "H", "H", "H", "H", "H"],
  "coordinates": [[0.37, 0.03, -2.44], [3.60, 0.19, -2.41], [2.98, 1.54, -2.59], [3.73, 2.70, -2.77], [3.08, 3.91, -2.95], [1.69, 3.95, -2.97], [0.99, 2.78, -2.80], [1.64, 1.60, -2.59], [-0.48, 2.65, -2.91], [-1.39, 3.63, -3.24], [-2.73, 3.28, -3.41], [-3.14, 1.96, -3.27], [-2.21, 1.00, -2.93], [-0.93, 1.39, -2.74], [-2.40, -0.47, -2.85], [-3.60, -1.11, -3.04], [-3.62, -2.50, -3.05], [-2.44, -3.20, -2.88], [-1.25, -2.51, -2.66], [0.07, -3.20, -2.47], [-1.25, -1.18, -2.64], [4.64, 0.19, -2.71], [3.09, -0.56, -3.03], [3.55, -0.12, -1.36], [4.80, 2.64, -2.79], [3.65, 4.82, -3.09], [1.17, 4.89, -3.13], [-1.08, 4.65, -3.39], [-3.45, 4.04, -3.69], [-4.17, 1.69, -3.44], [-4.51, -0.55, -3.21], [-4.55, -3.03, -3.22], [-2.43, -4.28, -2.91], [0.10, -4.15, -3.00], [0.25, -3.41, -1.42], [0.89, -2.59, -2.86], [-1.06, -2.70, 3.83], [-0.23, -1.55, 4.24], [0.23, -0.53, 3.37], [-0.07, -0.31, 1.66], [0.96, 0.33, 4.20], [0.96, -0.07, 5.46], [1.53, 0.46, 6.63], [1.29, -0.26, 7.76], [0.49, -1.49, 7.78], [-0.07, -2.03, 6.68], [0.16, -1.32, 5.47], [-1.17, -2.68, 2.75], [-2.04, -2.62, 4.30], [-0.56, -3.62, 4.13], [1.39, 1.19, 3.85], [2.11, 1.37, 6.62], [1.71, 0.08, 8.70], [0.35, -1.97, 8.75], [-0.66, -2.94, 6.70]]
}

***

7.
{
  "formula": "C25H24BrNRuS",
  "method": "ωB97M-V with the def2-TZVPD basis set",
  "total_charge": 2,
  "energy_ha": -4088.2973,
  "e_homo_ev": [-14.1, -14.1],
  "e_above_lowest_ev": 0.407,
  "gap_ev": [5.04, 5.04],
  "elements": ["Ru", "C", "C", "C", "C", "C", "C", "C", "C", "C", "C", "H", "H", "H", "H", "H", "H", "H", "H", "H", "H", "H", "H", "H", "H", "S", "C", "C", "C", "C", "C", "C", "C", "C", "C", "N", "H", "H", "H", "H", "H", "H", "Br", "C", "C", "C", "C", "C", "C", "H", "H", "H", "H"],
  "coordinates": [[-0.32, 0.05, 0.07], [2.12, 1.78, 4.00], [2.20, 1.45, 2.49], [2.54, 2.67, 1.65], [0.90, 0.80, 2.11], [-0.33, 1.49, 1.95], [-1.54, 0.81, 1.80], [-1.62, -0.59, 1.89], [-2.96, -1.27, 1.93], [-0.41, -1.30, 1.98], [0.81, -0.61, 2.02], [3.07, 2.17, 4.33], [1.89, 0.88, 4.58], [1.35, 2.52, 4.20], [2.99, 0.71, 2.35], [1.78, 3.46, 1.72], [2.69, 2.39, 0.61], [3.48, 3.10, 2.00], [-0.31, 2.57, 1.95], [-2.46, 1.37, 1.68], [-2.90, -2.32, 1.67], [-3.68, -0.77, 1.29], [-3.33, -1.21, 2.95], [-0.40, -2.38, 1.99], [1.74, -1.17, 2.03], [-1.23, 2.71, -3.30], [-0.09, 3.55, -2.27], [0.22, 2.83, -1.17], [-0.43, 1.56, -1.13], [-1.31, 1.43, -2.23], [-2.06, 0.22, -2.32], [-2.99, -0.11, -3.30], [-3.63, -1.34, -3.23], [-3.31, -2.19, -2.19], [-2.36, -1.80, -1.25], [-1.74, -0.62, -1.31], [0.29, 4.51, -2.58], [0.91, 3.19, -0.42], [-3.22, 0.60, -4.09], [-4.36, -1.62, -3.97], [-3.79, -3.16, -2.10], [-2.08, -2.44, -0.44], [4.30, -3.70, -2.99], [2.94, -2.73, -2.15], [1.72, -3.33, -1.90], [0.72, -2.60, -1.26], [0.92, -1.28, -0.89], [2.20, -0.73, -1.07], [3.18, -1.41, -1.74], [1.54, -4.35, -2.19], [-0.22, -3.10, -1.09], [2.43, 0.28, -0.73], [4.14, -0.95, -1.93]]
}

***

8.
{
  "formula": "C25H24I2N8O3PbS4",
  "method": "ωB97M-V with the def2-TZVPD basis set",
  "total_charge": -2,
  "energy_ha": -4011.9343,
  "e_homo_ev": -1.6,
  "gap_ev": 5.27,
  "elements": ["Pb", "N", "N", "C", "N", "S", "H", "H", "H", "H", "H", "I", "C", "C", "C", "I", "C", "C", "C", "C", "N", "C", "C", "O", "H", "H", "H", "H", "S", "C", "S", "S", "O", "C", "C", "C", "C", "C", "C", "C", "N", "C", "C", "N", "H", "H", "H", "H", "H", "H", "H", "N", "C", "N", "C", "C", "O", "C", "C", "H", "H", "H", "H", "H", "H", "H", "H"],
  "coordinates": [[-0.01, -0.91, -0.31], [1.25, 2.20, 1.26], [0.44, 3.25, 1.66], [-0.53, 3.89, 1.00], [-0.97, 5.06, 1.63], [-1.23, 3.44, -0.43], [0.94, 1.31, 1.66], [1.21, 2.07, 0.24], [0.69, 3.59, 2.59], [-0.27, 5.57, 2.15], [-1.49, 5.64, 0.99], [3.62, 3.19, -2.13], [2.15, 2.23, -3.30], [2.13, 2.44, -4.67], [1.12, 1.88, -5.41], [1.09, 2.30, -7.51], [0.12, 1.10, -4.83], [-0.97, 0.54, -5.52], [-1.90, -0.19, -4.84], [-1.73, -0.40, -3.47], [-0.72, 0.09, -2.80], [0.19, 0.84, -3.43], [1.24, 1.42, -2.60], [1.31, 1.23, -1.37], [2.89, 3.05, -5.14], [-1.08, 0.71, -6.59], [-2.76, -0.62, -5.34], [-2.44, -0.99, -2.91], [-1.64, -4.38, -3.18], [-1.07, -3.32, -2.05], [-2.10, -2.59, -0.88], [0.61, -2.89, -1.98], [2.05, -0.91, 1.09], [2.63, -1.66, 1.92], [4.05, -1.61, 2.03], [4.76, -2.33, 2.95], [4.10, -3.20, 3.82], [2.73, -3.31, 3.74], [1.97, -2.58, 2.82], [0.54, -2.73, 2.80], [-0.34, -2.08, 2.06], [-1.57, -2.53, 2.40], [-1.47, -3.49, 3.36], [-0.13, -3.60, 3.63], [4.56, -0.94, 1.35], [5.84, -2.24, 3.01], [4.65, -3.78, 4.55], [2.23, -3.99, 4.42], [-2.45, -2.16, 1.91], [-2.21, -4.10, 3.85], [0.28, -4.28, 4.25], [-1.43, 0.91, 2.07], [-2.49, 1.04, 2.49], [-3.66, 1.17, 3.10], [-3.62, 1.79, 4.41], [-4.89, 1.41, 5.16], [-6.04, 1.80, 4.45], [-6.07, 1.19, 3.17], [-4.84, 1.55, 2.34], [-3.56, 2.89, 4.32], [-2.74, 1.44, 4.94], [-4.94, 1.94, 6.12], [-4.90, 0.33, 5.35], [-6.98, 1.56, 2.69], [-6.14, 0.10, 3.28], [-4.84, 2.63, 2.14], [-4.85, 1.01, 1.40]]
}